Molecular formula: C48H130N2O18
Method: DFT, ωB97M-V with the def2-TZVPD basis set

DFT total energy: -3370.3029 hartree
HOMO energy: -0.2919 Ha
max |F|: 0.0795 Eh/bohr

Bonds (Å) are listed after each position.
Atoms and positions in Å:
1 H 11.09531 -3.24260 -3.15351  C113 1.090
2 H 18.17747 3.05031 -8.90067  C156 1.090
3 H 3.28259 -9.55504 -12.83622  C161 1.090
4 O 20.18575 -8.96573 -18.36794  C37 1.427, H81 0.960
5 H 14.85771 -12.29142 -10.20707  C28 1.090
6 H 7.75775 -11.94244 -21.36567  O112 0.957
7 H 6.63399 -18.62442 -6.77267  C83 1.090
8 C 13.44594 -5.14052 -18.06907  H14 1.090, C97 1.533, H99 1.090, H132 1.090
9 O 19.13938 -18.65187 -10.03461  H131 0.957, H159 0.957
10 C 6.26897 -0.80292 -11.01160  H94 1.090, H107 1.090, C125 1.493, H182 1.090
11 C 8.01951 -2.57127 -1.68090  H18 1.090, C42 1.553, H144 1.090, H176 1.090
12 O 9.81684 -4.15509 -0.99512  C42 1.451, H58 0.960
13 H 19.56934 4.85082 -10.39232  C101 1.090
14 H 13.16447 -4.34094 -18.75431  C8 1.090
15 H 14.25058 -17.99193 -8.83404  O88 0.957
16 H 19.34149 -11.82486 -19.87704  C147 1.090
17 C 13.50187 -10.97152 -12.53605  C90 1.546, N93 1.541, C116 1.557, C133 1.545
18 H 7.42258 -3.36032 -2.13826  C11 1.090
19 H 1.98882 -9.88476 -15.41848  C142 1.090
20 H 2.32193 -8.17783 -14.88659  C142 1.090
21 H 16.71351 1.29962 -9.23002  C70 1.090
22 C 17.35251 4.62491 -10.17061  C101 1.544, C156 1.491, C166 1.594, N168 1.528
23 H 8.39536 -19.94071 -13.55720  C183 1.090
24 H 23.18005 -9.96756 -10.25105  C64 1.090
25 H 14.96369 -5.75732 -15.92174  O32 0.960
26 C 20.18239 -5.48546 -4.13842  H54 1.090, H105 1.090, C149 1.506, H174 1.090
27 H 14.38230 -3.77843 -15.70634  C75 1.090
28 C 15.43448 -11.81074 -10.99724  H5 1.090, C90 1.522, H164 1.090, C175 1.535
29 C 21.96933 -7.21582 -3.51494  H43 1.090, H120 1.090, H130 1.090, C149 1.484
30 C 6.71811 -15.96414 -7.55561  H80 1.090, H104 1.090, C165 1.528, H179 1.090
31 H 15.59548 -13.19758 -4.35998  O124 0.957
32 O 15.39107 -5.70144 -16.77954  H25 0.960, C97 1.437
33 C 3.16886 -7.33872 -6.90920  H108 1.090, H129 1.090, H139 1.090, C190 1.534
34 H 14.16821 4.76184 -13.05343  C173 1.090
35 H 5.62637 -8.62568 -7.36285  C117 1.090
36 H 20.71795 -8.33266 -20.90915  C59 1.090
37 C 20.19149 -9.88138 -19.46294  O4 1.427, C59 1.523, H89 1.090, C147 1.491
38 C 7.74811 -2.62120 -11.90076  H87 1.090, H91 1.090, C125 1.519, H167 1.090
39 H 20.82276 -4.93663 -1.80720  O109 0.960
40 H 11.55398 -10.90724 -11.42069  C116 1.090
41 H 15.74373 -7.82887 -11.77447  C141 1.090
42 C 9.52621 -2.94386 -1.73840  C11 1.553, O12 1.451, H50 1.090, C113 1.520
43 H 22.74077 -7.46842 -2.78750  C29 1.090
44 H 24.28324 -12.02044 -11.69648  C92 1.090
45 H 9.48642 -3.73930 -3.71962  C113 1.090
46 C 24.39035 -12.20979 -9.58481  H51 1.090, H55 1.090, C92 1.477, H127 1.090
47 H 4.95848 -16.20907 -6.30625  C165 1.090
48 H 7.48499 -20.55857 -15.53456  O145 0.960
49 H 3.42870 -11.86361 -13.78295  C110 1.090
50 H 10.10561 -2.22204 -1.16274  C42 1.090
51 H 24.62353 -13.27240 -9.65253  C46 1.090
52 H 9.86237 -20.22980 -14.38104  C183 1.090
53 H 14.53786 1.88584 -10.58783  C96 1.090
54 H 20.75118 -5.22831 -5.03198  C26 1.090
55 H 23.33867 -12.18658 -9.29930  C46 1.090
56 H 15.53612 -11.53933 -13.07598  C90 1.090
57 C 9.49713 -18.27593 -16.37082  C73 1.493, H84 1.090, H102 1.090, H152 1.090
58 H 9.79071 -3.92950 -0.06237  O12 0.960
59 C 19.93501 -9.06833 -20.72507  H36 1.090, C37 1.523, H134 1.090, H191 1.090
60 H 9.04023 -11.73195 -20.58924  O112 0.957
61 H 16.60211 -9.94263 -11.30470  C175 1.090
62 H 5.27522 -18.68982 -5.78506  C83 1.090
63 H 6.65827 -17.71015 -5.25574  C83 1.090
64 C 24.11735 -10.00176 -10.80639  H24 1.090, C92 1.590, H95 1.090, H115 1.090
65 H 12.67719 -12.03622 -10.75309  C116 1.090
66 H 22.00036 -5.03967 -3.37803  C149 1.090
67 H 15.39432 -4.47876 -18.43649  C97 1.090
68 O 4.65969 -5.40281 -6.66082  H82 0.960, C190 1.435
69 H 6.69070 -7.10778 -7.16106  C117 1.090
70 C 16.38951 2.31068 -9.47679  H21 1.090, C96 1.543, H121 1.090, C156 1.571
71 H 9.91332 -2.06429 -3.75228  C113 1.090
72 O 26.09596 -11.45884 -11.05433  H79 0.960, C92 1.426
73 C 8.49868 -18.92295 -15.46887  C57 1.493, H86 1.090, O145 1.397, C183 1.538
74 H 4.76911 -18.39239 -7.90942  O195 0.960
75 C 14.80575 -3.39537 -16.63481  H27 1.090, C97 1.538, H151 1.090, H181 1.090
76 H 4.75751 -6.98772 -5.48356  C190 1.090
77 H 14.41462 -9.39305 -8.64736  C138 1.090
78 H 6.10353 -1.69599 -12.93843  C125 1.090
79 H 26.49214 -10.62626 -10.78701  O72 0.960
80 H 7.34336 -16.48352 -8.28182  C30 1.090
81 H 19.29333 -8.65619 -18.19658  O4 0.960
82 H 4.53079 -5.15790 -7.58007  O68 0.960
83 C 6.04397 -17.98953 -6.11171  H7 1.090, H62 1.090, H63 1.090, C165 1.546
84 H 10.18772 -17.73125 -15.72700  C57 1.090
85 H 18.71778 6.31991 -10.63656  C101 1.090
86 H 7.62222 -18.28972 -15.33121  C73 1.090
87 H 8.52331 -1.96945 -12.30373  C38 1.090
88 O 13.36884 -18.15462 -8.49892  H15 0.957, H163 0.957
89 H 21.18088 -10.32792 -19.56203  C37 1.090
90 C 14.76778 -11.84317 -12.36504  C17 1.546, C28 1.522, H56 1.090, H187 1.090
91 H 7.90214 -3.04192 -10.90709  C38 1.090
92 C 24.68695 -11.48547 -10.83687  H44 1.090, C46 1.477, C64 1.590, O72 1.426
93 N 13.84703 -9.57354 -11.98769  C17 1.541, C140 1.485, O160 1.379
94 H 6.45923 -1.02564 -9.96171  C10 1.090
95 H 24.90637 -9.41076 -10.34135  C64 1.090
96 C 15.46212 2.45221 -10.70215  H53 1.090, C70 1.543, H172 1.090, C186 1.519
97 C 14.79438 -4.63843 -17.54056  C8 1.533, O32 1.437, H67 1.090, C75 1.538
98 H 13.05711 3.71506 -10.33006  C122 1.090
99 H 13.44423 -6.03307 -18.69472  C8 1.090
100 H 12.48968 -10.17055 -14.31475  C133 1.090
101 C 18.62932 5.24307 -10.78040  H13 1.090, C22 1.544, H85 1.090, H111 1.090
102 H 9.06361 -17.58820 -17.09690  C57 1.090
103 H 15.74432 -8.10503 -0.62797  O196 0.957
104 H 6.36630 -15.09750 -8.11533  C30 1.090
105 H 19.60845 -4.61697 -3.81528  C26 1.090
106 H 14.41613 4.22048 -9.22646  C122 1.090
107 H 5.25977 -0.39506 -11.06870  C10 1.090
108 H 2.39984 -6.86616 -6.29814  C33 1.090
109 O 20.95782 -5.87842 -1.93519  H39 0.960, C149 1.382
110 C 4.03054 -11.03230 -14.15013  H49 1.090, C161 1.477, H185 1.090, H193 1.090
111 H 18.71953 5.11302 -11.85885  C101 1.090
112 O 8.17540 -11.35043 -20.74010  H6 0.957, H60 0.957
113 C 10.03829 -2.97701 -3.16966  H1 1.090, C42 1.520, H45 1.090, H71 1.090
114 H 14.46193 -7.12499 -10.97691  C141 1.090
115 H 23.93524 -9.56947 -11.79029  C64 1.090
116 C 12.35005 -11.59889 -11.69639  C17 1.557, H40 1.090, H65 1.090, H170 1.090
117 C 5.70545 -7.53881 -7.33882  H35 1.090, H69 1.090, H157 1.090, C190 1.556
118 H 13.82358 5.36512 -10.35671  C122 1.090
119 O 4.64818 -8.79234 -14.17489  H137 0.960, C161 1.414
120 H 21.29684 -8.07344 -3.49650  C29 1.090
121 H 15.73164 2.53263 -8.63652  C70 1.090
122 C 13.97393 4.29423 -10.22000  H98 1.090, H106 1.090, H118 1.090, C186 1.531
123 H 12.95023 -8.89152 -9.32814  C138 1.090
124 O 16.46294 -12.83299 -4.18442  H31 0.957, H148 0.957
125 C 6.37068 -1.98222 -11.92117  C10 1.493, C38 1.519, H78 1.090, O188 1.427
126 H 16.94242 -7.75887 -1.48625  O196 0.957
127 H 25.01044 -11.87005 -8.75526  C46 1.090
128 H 15.94598 5.14470 -8.49515  C166 1.090
129 H 2.96703 -8.40903 -6.95179  C33 1.090
130 H 22.35597 -7.22883 -4.53398  C29 1.090
131 H 19.78589 -18.16144 -10.54229  O9 0.957
132 H 12.66181 -5.13207 -17.31199  C8 1.090
133 C 13.21195 -10.94396 -14.05346  C17 1.545, H100 1.090, H135 1.090, H192 1.090
134 H 18.93533 -8.63441 -20.70395  C59 1.090
135 H 12.92078 -11.94775 -14.36284  C133 1.090
136 H 18.20665 -10.66276 -19.27521  C147 1.090
137 H 4.75868 -8.67182 -15.12087  O119 0.960
138 C 13.78800 -9.56095 -9.52330  H77 1.090, H123 1.090, C140 1.516, H169 1.090
139 H 2.99119 -6.96323 -7.91693  C33 1.090
140 C 14.63860 -9.32565 -10.75632  N93 1.485, C138 1.516, C141 1.518, C175 1.565
141 C 15.19760 -7.91671 -10.83525  H41 1.090, H114 1.090, C140 1.518, H171 1.090
142 C 2.27897 -9.22813 -14.59827  H19 1.090, H20 1.090, C161 1.534, H177 1.090
143 H 16.63014 5.99937 -12.48849  O198 0.960
144 H 7.73493 -1.60500 -2.09735  C11 1.090
145 O 7.90467 -19.97435 -16.17029  H48 0.960, C73 1.397
146 H 18.18994 2.83222 -10.69695  C156 1.090
147 C 19.24056 -10.99414 -19.17860  H16 1.090, C37 1.491, H136 1.090, H154 1.090
148 H 16.29082 -11.94723 -3.86497  O124 0.957
149 C 21.33684 -5.89684 -3.26360  C26 1.506, C29 1.484, H66 1.090, O109 1.382
150 H 16.15064 -10.46325 -9.64708  C175 1.090
151 H 14.15674 -2.68273 -17.14377  C75 1.090
152 H 10.18248 -19.00189 -16.80828  C57 1.090
153 H 16.95232 6.45057 -9.21672  C166 1.090
154 H 19.45512 -11.34148 -18.16795  C147 1.090
155 H 5.39039 -3.75929 -12.07765  O188 0.960
156 C 17.63459 3.19962 -9.83400  H2 1.090, C22 1.491, C70 1.571, H146 1.090
157 H 5.60597 -7.42107 -8.41788  C117 1.090
158 H 15.07630 3.37029 -13.37908  C173 1.090
159 H 18.75154 -19.26020 -10.66369  O9 0.957
160 O 12.86647 -8.63715 -12.23947  N93 1.379, H194 0.960
161 C 3.56706 -9.65597 -13.88359  H3 1.090, C110 1.477, O119 1.414, C142 1.534
162 H 9.56362 -18.59073 -13.62935  C183 1.090
163 H 13.13593 -17.35003 -8.03566  O88 0.957
164 H 16.36087 -12.37774 -11.08902  C28 1.090
165 C 5.57504 -16.80119 -6.98254  C30 1.528, H47 1.090, C83 1.546, O195 1.420
166 C 16.93686 5.42273 -8.85423  C22 1.594, H128 1.090, H153 1.090, H184 1.090
167 H 7.71384 -3.58156 -12.41520  C38 1.090
168 N 16.27307 4.68548 -11.25064  C22 1.528, C186 1.495, O198 1.342
169 H 13.49104 -10.60691 -9.44666  C138 1.090
170 H 11.86460 -12.45200 -12.17035  C116 1.090
171 H 16.10189 -7.77372 -10.24372  C141 1.090
172 H 16.01536 1.92988 -11.48266  C96 1.090
173 C 14.42930 3.79917 -12.61387  H34 1.090, H158 1.090, H180 1.090, C186 1.542
174 H 19.47206 -6.26320 -4.41884  C26 1.090
175 C 15.81259 -10.35719 -10.67789  C28 1.535, H61 1.090, C140 1.565, H150 1.090
176 H 7.73042 -2.31642 -0.66130  C11 1.090
177 H 1.39209 -9.17088 -13.96719  C142 1.090
178 O 10.45360 -9.77696 -2.74604  H189 0.957, H197 0.957
179 H 7.44160 -15.57964 -6.83669  C30 1.090
180 H 13.54730 3.16142 -12.55519  C173 1.090
181 H 15.71152 -2.95965 -16.21313  C75 1.090
182 H 7.02350 -0.06699 -11.28945  C10 1.090
183 C 9.14316 -19.43822 -14.17071  H23 1.090, H52 1.090, C73 1.538, H162 1.090
184 H 17.63254 5.38843 -8.01581  C166 1.090
185 H 5.00732 -11.21287 -13.70136  C110 1.090
186 C 15.05081 3.82578 -11.20280  C96 1.519, C122 1.531, N168 1.495, C173 1.542
187 H 14.47019 -12.88838 -12.44919  C90 1.090
188 O 5.48453 -3.01148 -11.48307  C125 1.427, H155 0.960
189 H 11.38984 -9.59924 -2.83604  O178 0.957
190 C 4.56940 -6.83052 -6.54563  C33 1.534, O68 1.435, H76 1.090, C117 1.556
191 H 19.95221 -9.72532 -21.59465  C59 1.090
192 H 14.11365 -10.55608 -14.52736  C133 1.090
193 H 4.24568 -11.26421 -15.19322  C110 1.090
194 H 12.05051 -9.04753 -11.94385  O160 0.960
195 O 4.84400 -17.44151 -8.01821  H74 0.960, C165 1.420
196 O 16.15748 -8.30636 -1.46761  H103 0.957, H126 0.957
197 H 10.11307 -9.02792 -2.25694  O178 0.957
198 O 16.07210 5.93029 -11.71040  H143 0.960, N168 1.342